[1]
Density functional theory data (wB97M-V/def2-TZVPD) for a structure of composition C27H44BBr2ClF4N5O13 at a distorted geometry.

Net charge = -1
E = -226922.3480 eV
Gap between HOMO and LUMO = 1.883 eV
E_HOMO = -2.42 eV

```
97
C27H44BBr2ClF4N5O13 | the OMol25 dataset | wB97M-V/def2-TZVPD
C 0.58 -0.85 2.05
H 0.67 -0.89 3.20
H -3.01 -0.91 3.07
H -2.81 -0.70 -0.28
H -7.51 -0.25 -3.85
H -2.68 -0.60 -3.51
H -0.91 1.34 1.28
H -5.27 -1.80 -1.38
C 3.55 0.05 0.07
H -3.26 -2.30 6.62
H -0.33 0.26 -0.11
H 3.69 7.14 -1.13
C 5.81 -0.14 1.00
N 5.80 1.76 -1.77
C -0.13 0.43 -3.48
H -4.95 -3.49 -2.98
C 1.91 0.04 -2.52
O 4.80 2.16 -0.89
C -6.89 -1.03 -4.30
C 1.75 -1.02 -1.39
C 0.65 -2.17 -1.68
C -2.53 0.32 0.16
H -7.13 -3.23 -1.72
H -3.87 0.57 3.53
H -8.17 -1.81 -2.08
C 2.97 1.15 -2.34
H -4.78 -0.95 3.38
O -1.16 0.86 -2.93
O 6.09 2.65 -2.50
C -5.60 -1.08 -2.14
F 3.14 -1.63 4.63
H -3.93 1.50 0.94
N 4.38 0.09 1.27
H 4.20 5.54 -0.39
H 1.05 -3.20 -1.37
H 4.35 0.41 4.17
H -6.11 -3.69 -4.32
H 6.61 -2.04 1.81
O -0.04 2.65 0.46
H -8.08 -3.16 -3.25
H 7.51 -1.54 0.30
O 3.16 1.90 -4.69
C 6.46 -1.60 0.75
C -5.47 -2.98 -3.79
B 3.81 -2.00 5.85
C 2.34 5.48 -1.72
F 2.84 -2.22 6.88
H -4.39 -2.76 5.33
C -3.56 -0.80 5.13
H 1.69 5.59 -0.78
O -3.43 0.10 5.95
O -0.85 -0.69 1.79
O -3.43 -1.15 -3.22
C -3.45 -2.24 5.55
F 4.71 -0.95 6.24
H 5.96 1.04 3.51
H 0.33 -2.20 -2.77
H -4.71 0.44 -3.42
C -4.41 -0.29 -2.67
H -3.95 0.25 -1.84
H 0.20 3.57 0.44
O 3.26 3.61 -3.14
Br 1.51 6.43 -3.27
C 2.32 3.89 -2.07
H -0.25 -1.95 -1.01
F 4.56 -3.22 5.63
H 5.77 -2.31 0.18
H -2.63 1.08 -0.69
C 4.85 1.26 3.57
H -7.49 -1.65 -4.98
H -2.63 -2.72 5.02
Cl 5.30 -4.51 4.15
H 4.51 5.89 -2.24
O 6.64 0.82 0.98
H -4.79 -2.53 -4.50
C 3.79 6.03 -1.35
N 2.53 -0.98 -0.15
C -7.53 -2.58 -2.51
C -3.82 -0.51 3.68
H 1.08 0.09 1.65
C 3.13 2.24 -3.47
C 3.80 1.12 -1.03
C 4.14 1.28 2.12
O -3.53 0.64 1.18
H 2.59 3.36 -1.09
H 2.53 -3.04 0.40
Br 0.43 3.42 -2.52
H -6.33 -0.40 -1.69
O 3.42 2.26 1.83
C 2.32 -2.02 0.90
H -6.05 -0.59 -4.84
C -1.04 0.32 0.78
H 4.70 2.25 4.13
H 3.02 -1.95 1.79
N 1.07 0.02 -3.76
N -6.36 -1.90 -3.20
O 0.97 -2.08 1.40
```

=====

[2]
Density functional theory data (wB97M-V/def2-TZVPD) for a cluster of 2 separate species, C27H44BrN3O6P in total at a distorted geometry.

Net charge = +1
E = -124787.4434 eV
Gap between HOMO and LUMO = 8.050 eV
E_HOMO = -12.35 eV

```
82
C27H44BrN3O6P | the OMol25 dataset | wB97M-V/def2-TZVPD
H -0.92 -2.21 -2.49
H 2.93 -7.38 1.23
C -3.65 -3.98 2.40
H 2.41 -2.45 -3.62
C 1.70 1.98 2.57
H 2.83 0.20 3.16
H 2.09 0.03 1.51
C -0.15 0.11 -3.59
H 0.73 -7.45 0.20
H -4.68 2.32 4.89
H 0.29 -6.38 1.59
N -0.33 1.22 0.28
H -1.14 -0.45 -3.59
H -4.34 -3.16 2.76
H -5.10 4.02 4.70
C 0.14 -2.46 -0.47
C -3.02 3.57 4.31
C 2.49 -6.37 0.97
C -0.55 -0.29 2.31
H 3.62 1.12 1.76
H 2.67 1.33 -3.94
C -0.04 -1.13 3.05
C 1.07 -0.75 -4.16
C 0.93 -6.41 0.65
H -2.31 -2.34 1.63
C -1.11 -2.07 -1.39
C 1.61 4.18 1.46
C 0.71 2.20 0.34
C 1.56 2.53 -0.87
O 2.83 4.22 1.38
H -1.15 1.81 2.23
Br 1.71 4.98 -4.61
H -2.25 2.88 4.65
H -2.24 0.76 1.24
H 2.40 3.27 -0.86
H 1.01 -2.71 -1.17
O 0.75 -3.88 1.77
H 1.22 6.13 2.36
H 0.32 -0.48 -5.90
C 2.63 0.76 2.19
C -2.20 -3.42 1.97
C 0.84 5.55 1.45
C -0.63 0.51 -0.92
C 0.15 0.82 -2.20
C -4.32 3.34 5.06
C 1.53 2.47 -6.06
H -0.28 5.47 1.59
H -3.53 -4.78 3.21
H -2.43 -0.37 -1.91
H 2.94 2.94 -3.12
P -0.13 -4.05 0.53
C 2.25 -1.37 -3.31
H 3.05 -5.96 0.06
C 1.28 1.85 -2.21
H -2.35 -0.77 -0.11
H 0.16 2.96 -4.38
H -4.05 -4.52 1.48
H 2.71 -5.65 1.82
O 1.59 2.28 3.75
N 1.12 -0.94 -5.44
H 1.88 3.29 -6.76
H -1.52 -3.52 2.86
H 3.17 -0.73 -3.50
N 0.99 2.85 1.61
C 1.28 3.04 -4.59
H 0.36 -1.88 3.79
O -1.73 -4.32 0.93
C -1.73 -0.61 -1.03
H 0.43 -1.68 0.28
C 2.13 2.22 -3.48
O 0.55 -5.37 -0.31
H 0.62 1.96 -6.50
H -3.89 3.98 2.61
H 2.00 -1.24 -2.21
H 2.37 1.70 -6.05
C -1.14 0.92 1.50
H -1.94 -2.81 -1.12
H 1.15 6.17 0.55
H -4.18 3.50 6.13
O -3.21 3.36 2.91
H -2.66 4.59 4.46
H -0.30 0.97 -4.33
```

=====

[3]
Density functional theory data (wB97M-V/def2-TZVPD) for a cluster of 6 separate species, C27H44F3O13PSSi in total at a distorted geometry.

E = -91487.0447 eV
Gap between HOMO and LUMO = 9.709 eV
E_HOMO = -9.23 eV

```
90
C27H44F3O13PSSi | the OMol25 dataset | wB97M-V/def2-TZVPD
H -6.21 3.52 -0.64
O 1.73 -1.13 3.80
H 0.16 -6.67 -0.44
H 2.01 -6.57 -2.72
O -0.99 -7.78 3.34
H -9.30 0.24 -2.33
H -1.92 6.21 -1.80
C -0.36 -4.44 2.78
O -5.81 3.40 0.23
H 2.79 1.95 4.27
H 2.93 -7.90 -0.13
H -8.60 -0.73 -3.63
C 2.04 1.16 4.23
H 0.50 -4.36 2.11
Si 0.25 5.32 -1.02
H -4.60 5.53 -0.26
C 1.15 3.85 -1.81
H 4.23 -0.28 -5.19
H 0.88 -3.89 4.50
C 1.83 0.43 5.55
H 0.61 3.57 -2.71
H -2.53 5.94 0.50
H -7.42 0.35 -0.07
C 2.44 0.02 3.30
H 2.75 0.34 6.13
C -3.92 4.73 -0.52
C 4.83 0.62 -5.11
O 2.66 -5.33 -1.21
C 4.02 1.75 -4.51
H 0.57 4.45 1.93
O 0.88 -1.80 5.76
C -6.86 -0.10 -0.89
C -2.47 5.03 -0.10
C -0.65 -6.63 3.40
C 1.78 -5.31 -0.18
O 2.90 2.07 -4.79
H 5.67 -0.21 -3.31
C -7.71 -1.10 -1.67
O 2.29 5.88 1.17
H 1.10 1.60 3.90
C 6.10 1.88 -3.56
C 2.58 2.34 -0.28
H -3.96 4.61 -1.60
F 2.58 2.52 1.02
H -7.05 -1.82 -2.17
O -1.03 -5.70 2.51
C -8.38 -0.21 -2.70
H 1.31 -6.28 4.18
C 0.03 -4.51 4.25
H -8.41 -1.66 -1.07
F 3.55 3.05 -0.79
H 6.90 0.09 -4.54
H -0.81 -4.20 4.88
O 1.54 -4.32 0.46
C 2.65 -6.62 -1.84
H 2.28 6.75 -2.15
H 0.94 1.72 -1.48
H 1.06 0.89 6.16
H 0.14 6.72 1.64
S 0.98 7.08 -2.04
H 0.04 -6.35 5.43
C 1.23 2.59 -0.91
H 5.19 0.93 -6.10
C 5.97 0.47 -4.11
H 6.75 2.51 -4.17
H 1.65 -8.46 -1.21
H 3.51 -0.19 3.34
H 6.46 1.89 -2.53
H 2.11 4.22 -2.15
C 2.12 -7.57 -0.78
H -2.09 4.25 0.55
C -1.60 5.27 -1.35
O 4.77 2.42 -3.60
C 1.16 -6.68 0.00
C 1.40 -0.95 5.10
H 0.49 2.68 -0.13
O -7.43 0.84 -2.97
C 0.28 -6.01 4.43
H -5.94 -0.54 -0.51
C -6.57 0.96 -1.93
H -1.04 -3.62 2.58
H -1.81 4.47 -2.05
H 3.66 -6.87 -2.15
O -5.73 1.81 -1.86
H 1.10 -6.95 1.05
O -3.80 2.53 0.37
F 2.91 1.06 -0.49
C -4.44 3.45 0.07
H 2.15 0.21 2.27
P 0.83 5.59 1.12
```

=====

Copy entry 2 word for word.
Density functional theory data (wB97M-V/def2-TZVPD) for a cluster of 2 separate species, C27H44BrN3O6P in total at a distorted geometry.

Net charge = +1
E = -124787.4434 eV
Gap between HOMO and LUMO = 8.050 eV
E_HOMO = -12.35 eV

```
82
C27H44BrN3O6P | the OMol25 dataset | wB97M-V/def2-TZVPD
H -0.92 -2.21 -2.49
H 2.93 -7.38 1.23
C -3.65 -3.98 2.40
H 2.41 -2.45 -3.62
C 1.70 1.98 2.57
H 2.83 0.20 3.16
H 2.09 0.03 1.51
C -0.15 0.11 -3.59
H 0.73 -7.45 0.20
H -4.68 2.32 4.89
H 0.29 -6.38 1.59
N -0.33 1.22 0.28
H -1.14 -0.45 -3.59
H -4.34 -3.16 2.76
H -5.10 4.02 4.70
C 0.14 -2.46 -0.47
C -3.02 3.57 4.31
C 2.49 -6.37 0.97
C -0.55 -0.29 2.31
H 3.62 1.12 1.76
H 2.67 1.33 -3.94
C -0.04 -1.13 3.05
C 1.07 -0.75 -4.16
C 0.93 -6.41 0.65
H -2.31 -2.34 1.63
C -1.11 -2.07 -1.39
C 1.61 4.18 1.46
C 0.71 2.20 0.34
C 1.56 2.53 -0.87
O 2.83 4.22 1.38
H -1.15 1.81 2.23
Br 1.71 4.98 -4.61
H -2.25 2.88 4.65
H -2.24 0.76 1.24
H 2.40 3.27 -0.86
H 1.01 -2.71 -1.17
O 0.75 -3.88 1.77
H 1.22 6.13 2.36
H 0.32 -0.48 -5.90
C 2.63 0.76 2.19
C -2.20 -3.42 1.97
C 0.84 5.55 1.45
C -0.63 0.51 -0.92
C 0.15 0.82 -2.20
C -4.32 3.34 5.06
C 1.53 2.47 -6.06
H -0.28 5.47 1.59
H -3.53 -4.78 3.21
H -2.43 -0.37 -1.91
H 2.94 2.94 -3.12
P -0.13 -4.05 0.53
C 2.25 -1.37 -3.31
H 3.05 -5.96 0.06
C 1.28 1.85 -2.21
H -2.35 -0.77 -0.11
H 0.16 2.96 -4.38
H -4.05 -4.52 1.48
H 2.71 -5.65 1.82
O 1.59 2.28 3.75
N 1.12 -0.94 -5.44
H 1.88 3.29 -6.76
H -1.52 -3.52 2.86
H 3.17 -0.73 -3.50
N 0.99 2.85 1.61
C 1.28 3.04 -4.59
H 0.36 -1.88 3.79
O -1.73 -4.32 0.93
C -1.73 -0.61 -1.03
H 0.43 -1.68 0.28
C 2.13 2.22 -3.48
O 0.55 -5.37 -0.31
H 0.62 1.96 -6.50
H -3.89 3.98 2.61
H 2.00 -1.24 -2.21
H 2.37 1.70 -6.05
C -1.14 0.92 1.50
H -1.94 -2.81 -1.12
H 1.15 6.17 0.55
H -4.18 3.50 6.13
O -3.21 3.36 2.91
H -2.66 4.59 4.46
H -0.30 0.97 -4.33
```